(1)
Entry from OMol25: C14H35BaN2O4Se2Si2Te as an isolated structure (ωB97M-V/def2-TZVPD).

## Properties
E: -180697.6571 eV
total charge: -1
HOMO energy: -4.6 eV
max |F|: 0.19 eV/A
E_LUMO: 2.112 eV
energy above the lowest of the compared OMol25 structures with the same formula, charge and spin: 7.4 kJ/mol
orbital gap: 6.73 eV

Structure (XYZ):
```
61
C14H35BaN2O4Se2Si2Te ωB97M-V/def2-TZVPD
Ba 0.79 -2.37 -0.36
O 3.89 -2.37 3.14
C 4.02 -1.91 1.80
C 3.61 -0.44 1.61
C 4.41 0.42 2.61
O 4.01 0.29 3.96
C 2.10 -0.16 1.78
Se 0.90 -1.50 2.66
C 4.07 0.04 0.22
Se 3.34 -0.88 -1.37
H 2.92 -2.41 3.30
H 3.45 -2.55 1.12
H 5.07 -2.02 1.53
H 4.27 1.47 2.35
H 5.48 0.19 2.50
H 3.96 -0.67 4.12
H 1.69 0.06 0.79
H 1.97 0.75 2.37
H 5.16 -0.04 0.16
H 3.82 1.09 0.12
N 1.02 -2.17 -3.35
N -0.21 -2.49 -3.94
C -1.14 -3.27 -3.20
O -2.04 -3.80 -3.85
O -0.96 -3.27 -1.94
H 1.25 -1.19 -3.50
H 1.78 -2.74 -3.70
H -0.23 -2.69 -4.93
C 1.46 2.73 -0.63
Si -0.28 2.97 0.02
C -0.57 2.14 1.67
C -0.60 4.81 0.21
C -1.51 2.30 -1.23
Te -1.00 0.34 -1.95
C -2.99 -0.43 -2.07
Si -3.81 -0.90 -0.44
C -4.18 0.62 0.60
C -2.76 -2.07 0.55
C -5.44 -1.73 -0.88
H 2.19 3.02 0.14
H 1.63 3.36 -1.50
H 1.67 1.70 -0.92
H 0.16 2.48 2.41
H -0.50 1.05 1.62
H -1.56 2.40 2.05
H 0.07 5.25 0.94
H -1.63 5.00 0.54
H -0.46 5.34 -0.74
H -1.60 2.94 -2.11
H -2.50 2.23 -0.77
H -2.89 -1.34 -2.68
H -3.58 0.28 -2.64
H -3.26 1.05 1.00
H -4.80 0.33 1.45
H -4.71 1.39 0.05
H -1.89 -1.57 0.99
H -2.42 -2.89 -0.09
H -3.33 -2.49 1.38
H -6.08 -1.06 -1.46
H -5.98 -2.02 0.02
H -5.26 -2.62 -1.48
```

=====

(2)
Entry from OMol25: a 13-piece molecular cluster, C28H82O13 overall in a non-equilibrium geometry (ωB97M-V/def2-TZVPD).

## Properties
E: -56976.8115 eV
total charge: 0
HOMO energy: -10.0 eV
max |F|: 3.45 eV/A
E_LUMO: 0.022 eV
energy above the lowest of the compared OMol25 structures with the same formula, charge and spin: 556.7 kJ/mol
orbital gap: 10.03 eV

Structure (XYZ):
```
123
C28H82O13 ωB97M-V/def2-TZVPD
C 0.63 0.05 -0.93
C -0.54 0.77 -0.23
C -0.18 1.50 1.03
O -1.07 1.69 -1.20
H 0.32 -0.39 -1.87
H 0.99 -0.78 -0.32
H 1.44 0.75 -1.12
H -1.33 0.03 -0.06
H 0.36 2.45 0.92
H 0.35 0.80 1.68
H -1.12 1.82 1.47
H -1.63 1.25 -1.85
C 9.01 2.45 2.86
C 8.78 1.26 2.00
C 7.28 0.93 1.85
O 9.39 1.48 0.73
H 8.53 3.26 2.31
H 10.05 2.69 3.09
H 8.57 2.44 3.86
H 9.28 0.46 2.56
H 6.83 0.79 2.84
H 7.07 0.13 1.14
H 6.71 1.75 1.41
H 10.34 1.58 0.78
C 3.25 -4.20 7.10
C 2.75 -2.94 7.78
C 1.29 -2.75 7.62
O 3.02 -3.01 9.17
H 4.34 -4.19 7.11
H 3.03 -4.31 6.04
H 2.95 -5.13 7.58
H 3.18 -2.10 7.24
H 0.78 -3.62 8.06
H 1.07 -2.73 6.56
H 0.91 -1.87 8.15
H 2.77 -3.88 9.48
C -7.74 0.09 -2.08
C -7.29 0.42 -3.53
O -6.07 -0.26 -3.70
H -8.77 0.33 -1.85
H -7.05 0.56 -1.38
H -7.70 -0.99 -1.95
H -7.22 1.51 -3.59
H -8.02 0.12 -4.28
H -5.76 -0.11 -4.59
C -3.69 -5.15 2.19
C -4.18 -5.87 3.38
O -3.25 -5.92 4.44
H -2.86 -5.70 1.73
H -3.26 -4.21 2.54
H -4.47 -5.00 1.45
H -4.73 -6.77 3.09
H -4.90 -5.22 3.87
H -2.47 -6.43 4.19
C 5.23 -5.94 0.20
C 3.97 -6.64 0.65
O 4.31 -7.51 1.71
H 4.93 -5.26 -0.60
H 5.93 -6.67 -0.20
H 5.68 -5.28 0.95
H 3.42 -7.13 -0.16
H 3.35 -5.89 1.14
H 4.85 -8.20 1.30
C -3.75 3.51 -7.35
C -4.47 2.79 -8.51
O -4.36 1.39 -8.33
H -3.43 4.52 -7.59
H -2.83 2.96 -7.16
H -4.30 3.68 -6.42
H -3.99 2.98 -9.47
H -5.53 3.04 -8.54
H -3.80 0.98 -9.00
C -4.32 1.67 7.34
C -4.60 0.77 6.04
O -5.20 1.66 5.10
H -5.22 2.17 7.68
H -3.47 2.30 7.09
H -4.07 0.92 8.10
H -5.20 -0.09 6.31
H -3.67 0.40 5.61
H -6.10 1.38 4.94
C 1.03 -0.38 -8.48
C 1.21 -1.42 -9.54
O -0.14 -1.88 -9.85
H 0.39 -0.71 -7.66
H 0.57 0.47 -8.99
H 1.87 -0.03 -7.88
H 1.97 -2.15 -9.28
H 1.58 -0.93 -10.43
H -0.37 -2.75 -9.50
C -4.40 7.95 1.36
C -3.67 6.69 1.05
O -3.54 6.56 -0.37
H -4.29 8.21 2.41
H -5.46 7.88 1.11
H -4.06 8.71 0.67
H -4.26 5.83 1.38
H -2.66 6.59 1.46
H -3.06 5.75 -0.51
C -1.85 -5.23 -4.31
C -1.30 -6.58 -3.77
O -1.28 -7.42 -4.89
H -2.07 -4.66 -3.41
H -2.82 -5.38 -4.78
H -1.13 -4.71 -4.94
H -1.97 -6.96 -2.99
H -0.27 -6.53 -3.43
H -0.93 -8.25 -4.57
C 2.06 6.02 -4.22
C 2.80 6.54 -2.98
O 4.12 6.69 -3.18
H 2.61 6.21 -5.14
H 1.06 6.45 -4.18
H 1.91 4.96 -4.04
H 2.64 5.92 -2.09
H 2.42 7.54 -2.81
H 4.60 5.86 -3.21
C 3.53 4.38 5.91
O 4.65 5.20 6.28
H 2.77 4.45 6.69
H 3.08 4.76 4.99
H 3.94 3.38 5.77
H 5.32 4.66 6.72
```

=====

(3)
Entry from OMol25: C5H11NO in the gas phase in a non-equilibrium geometry (ωB97M-V/def2-TZVPD).

## Properties
E: -8900.4002 eV
SMILES string: CNC(=O)C(C)C
total charge: 0
HOMO energy: -9.7 eV
max |F|: 2.44 eV/A
E_LUMO: 0.999 eV
energy above the lowest of the compared OMol25 structures with the same formula, charge and spin: 125.2 kJ/mol
orbital gap: 10.67 eV

Structure (XYZ):
```
18
C5H11NO ωB97M-V/def2-TZVPD
C -1.82 1.38 1.82
N -1.46 0.74 0.48
C -0.07 0.39 0.29
O 0.78 0.76 1.07
C 0.33 -0.60 -0.85
C 1.44 0.02 -1.71
C 0.81 -1.92 -0.21
H -2.84 1.07 2.06
H -1.84 2.50 1.84
H -1.08 1.08 2.55
H -1.67 1.63 0.06
H -0.53 -0.83 -1.49
H 2.30 0.27 -1.09
H 1.10 0.93 -2.21
H 1.77 -0.68 -2.49
H 1.14 -2.63 -0.97
H 1.65 -1.72 0.46
H 0.01 -2.39 0.37
```

=====

(4)
Entry from OMol25: a 2-piece molecular cluster, C31H46N3O5Si2 overall in a non-equilibrium geometry (ωB97M-V/def2-TZVPD).

## Properties
E: -63350.8272 eV
total charge: +1
HOMO energy: -10.4 eV
max |F|: 4.15 eV/A
E_LUMO: -5.120 eV
orbital gap: 5.26 eV

Structure (XYZ):
```
87
C31H46N3O5Si2 ωB97M-V/def2-TZVPD
C -1.51 -3.60 1.83
Si -1.19 -1.81 2.19
C -2.64 -0.72 1.84
C -0.49 -1.47 3.87
O -0.03 -1.36 1.00
C 1.12 -2.00 0.78
C 2.13 -2.20 1.68
C 3.51 -2.14 1.18
O 1.35 -2.44 -0.45
Si 0.79 -2.02 -2.02
C 1.02 -3.68 -2.83
C -0.97 -1.45 -2.01
C 1.95 -0.69 -2.58
H -2.18 -4.00 2.61
H -2.02 -3.72 0.86
H -0.60 -4.22 1.81
H -3.44 -0.94 2.56
H -2.38 0.34 1.95
H -3.04 -0.87 0.83
H -1.24 -1.78 4.61
H 0.44 -2.01 4.08
H -0.31 -0.39 4.00
H 1.92 -2.07 2.74
H 4.12 -1.53 1.87
H 3.99 -3.13 1.10
H 3.54 -1.67 0.19
H 0.79 -3.61 -3.91
H 2.06 -4.03 -2.72
H 0.36 -4.43 -2.39
H -1.27 -1.27 -3.06
H -1.66 -2.20 -1.59
H -1.10 -0.50 -1.46
H 1.78 -0.48 -3.64
H 1.80 0.24 -2.02
H 3.00 -0.99 -2.46
C 4.24 -5.56 8.79
N 4.36 -4.90 7.51
C 5.07 -3.74 7.38
O 5.61 -3.12 8.29
C 5.03 -3.35 5.90
C 6.43 -3.33 5.27
C 7.28 -2.22 5.84
C 8.50 -2.52 6.47
C 9.20 -1.50 7.13
C 8.71 -0.19 7.12
C 7.53 0.11 6.43
C 6.83 -0.90 5.77
N 4.13 -4.36 5.33
C 3.74 -4.29 4.04
C 2.93 -5.23 3.43
C 2.31 -5.17 2.19
C 1.70 -6.33 1.60
C 1.48 -6.42 0.19
C 0.96 -7.57 -0.39
C 0.60 -8.67 0.42
N -0.08 -9.78 -0.12
O -0.43 -10.70 0.66
O -0.33 -9.81 -1.35
C 0.83 -8.63 1.81
C 1.34 -7.48 2.39
C 3.76 -5.42 6.29
C 4.40 -6.77 5.95
C 2.24 -5.56 6.48
H 4.75 -4.96 9.55
H 3.18 -5.67 9.07
H 4.69 -6.56 8.75
H 4.56 -2.35 5.81
H 6.90 -4.31 5.46
H 6.32 -3.21 4.18
H 8.86 -3.55 6.46
H 10.12 -1.75 7.66
H 9.25 0.59 7.65
H 7.15 1.13 6.40
H 5.90 -0.69 5.23
H 4.14 -3.44 3.48
H 2.80 -6.17 3.97
H 2.35 -4.28 1.57
H 1.76 -5.57 -0.45
H 0.81 -7.65 -1.47
H 0.59 -9.50 2.40
H 1.44 -7.46 3.47
H 5.49 -6.69 6.01
H 4.05 -7.53 6.66
H 4.13 -7.10 4.94
H 1.83 -4.62 6.86
H 1.74 -5.81 5.54
H 2.04 -6.36 7.20
```

=====

(5)
Entry from OMol25: C31H22N5O3RuSSe as an isolated structure (ωB97M-V/def2-TZVPD).

## Properties
E: -124856.0732 eV
total charge: +1
HOMO energy (spin up / spin down): -10.6 / -10.7 eV
max |F|: 0.65 eV/A
E_LUMO (spin up / spin down): -4.893 / -4.905 eV
energy above the lowest of the compared OMol25 structures with the same formula, charge and spin: 3.9 kJ/mol
orbital gap (spin up / spin down): 5.76 / 5.75 eV

Structure (XYZ):
```
64
C31H22N5O3RuSSe ωB97M-V/def2-TZVPD
Ru 0.52 -0.76 0.60
O -3.48 -1.31 0.67
C -2.34 -0.97 0.86
N -1.21 -1.55 0.30
C -1.21 -2.69 -0.44
C -2.27 -3.61 -0.60
C -2.12 -4.62 -1.52
C -0.95 -4.73 -2.30
C 0.10 -3.87 -2.17
C 0.01 -2.86 -1.19
N 0.93 -1.87 -0.94
C 1.70 -1.30 -1.96
O 2.36 -1.88 -2.78
C 1.55 0.20 -1.93
C 2.13 1.00 -2.90
C 1.88 2.36 -2.87
C 1.08 2.88 -1.87
C 0.55 2.01 -0.92
N 0.78 0.71 -0.95
C -1.95 0.14 1.78
C -2.92 0.79 2.53
C -2.53 1.78 3.41
C -1.18 2.09 3.51
C -0.27 1.40 2.72
N -0.65 0.45 1.87
H -3.16 -3.51 -0.01
H -2.91 -5.34 -1.65
H -0.88 -5.54 -3.02
H 1.01 -3.97 -2.75
H 2.74 0.53 -3.66
H 2.31 3.01 -3.62
H 0.86 3.93 -1.81
H -0.07 2.37 -0.10
H -3.95 0.48 2.41
H -3.26 2.29 4.02
H -0.83 2.84 4.20
H 0.79 1.60 2.78
Se 0.96 -2.35 2.38
C -0.64 -2.22 3.29
N -1.63 -2.08 3.86
O 2.58 -0.17 0.96
S 3.13 1.23 1.19
C 4.15 1.53 -0.23
C 4.36 2.84 -0.62
C 5.13 3.10 -1.75
C 5.67 2.04 -2.47
C 5.44 0.73 -2.08
C 4.67 0.46 -0.95
C 4.34 1.01 2.48
C 4.86 -0.25 2.75
C 5.81 -0.37 3.75
C 6.22 0.75 4.46
C 5.69 2.00 4.18
C 4.73 2.14 3.19
H 3.92 3.66 -0.06
H 5.31 4.12 -2.06
H 6.26 2.24 -3.35
H 5.85 -0.09 -2.65
H 4.48 -0.55 -0.64
H 4.51 -1.11 2.20
H 6.22 -1.34 3.99
H 6.96 0.65 5.24
H 6.01 2.87 4.74
H 4.30 3.11 2.97
```

=====

(6)
Entry from OMol25: CHGdLiO as an isolated structure in a non-equilibrium geometry (ωB97M-V/def2-TZVPD).

## Properties
E: -24118.8776 eV
2S+1: 8
total charge: +1
HOMO energy (spin up / spin down): -10.7 / -14.8 eV
max |F|: 6.77 eV/A
E_LUMO (spin up / spin down): -4.140 / -8.145 eV
energy above the lowest of the compared OMol25 structures with the same formula, charge and spin: 1037.5 kJ/mol
orbital gap (spin up / spin down): 6.53 / 6.62 eV
⟨S²⟩: 16.5769

Structure (XYZ):
```
5
CHGdLiO ωB97M-V/def2-TZVPD
H -0.27 -1.31 0.64
O 1.28 1.56 0.04
C 1.32 0.99 1.03
Gd -1.09 -1.32 -1.43
Li -1.24 0.08 -0.29
```

=====

(7)
Entry from OMol25: C32H88MgN7O9 as an isolated structure in a non-equilibrium geometry (ωB97M-V/def2-TZVPD).

## Properties
E: -68905.0940 eV
total charge: +1
HOMO energy: -10.0 eV
max |F|: 3.37 eV/A
E_LUMO: -3.320 eV
energy above the lowest of the compared OMol25 structures with the same formula, charge and spin: 252.7 kJ/mol
orbital gap: 6.72 eV

Structure (XYZ):
```
137
C32H88MgN7O9 ωB97M-V/def2-TZVPD
Mg 1.02 -2.79 -2.01
C -0.65 0.00 0.48
C 0.81 -0.22 0.14
O 1.05 -1.41 -0.59
H -0.83 1.02 0.83
H -1.05 -0.64 1.27
H -1.31 -0.12 -0.38
H 1.35 -0.30 1.09
H 1.26 0.64 -0.36
C 3.57 -2.48 2.06
C 4.07 -3.92 1.83
O 3.03 -4.75 1.34
H 3.52 -1.85 1.17
H 4.23 -1.99 2.78
H 2.56 -2.57 2.47
H 4.48 -4.36 2.74
H 4.98 -3.86 1.22
H 3.31 -5.65 1.55
C -3.87 -3.67 5.23
C -3.70 -2.26 4.68
C -2.62 -2.31 3.54
O -1.36 -2.93 4.06
C -0.27 -2.92 3.09
N -4.97 -1.85 4.11
H -4.04 -4.45 4.48
H -4.68 -3.84 5.95
H -2.96 -4.00 5.73
H -3.45 -1.59 5.51
H -2.48 -1.31 3.16
H -2.87 -2.95 2.70
H -0.57 -3.28 2.10
H 0.58 -3.50 3.44
H -0.01 -1.87 2.95
H -5.76 -1.90 4.73
H -4.86 -0.89 3.79
C 7.90 1.84 -1.88
C 7.59 2.19 -0.44
C 6.34 1.56 0.21
O 5.24 1.99 -0.54
C 3.95 1.77 0.07
N 8.75 1.63 0.30
H 7.18 2.16 -2.63
H 8.20 0.80 -2.03
H 8.83 2.30 -2.21
H 7.51 3.27 -0.32
H 6.17 1.90 1.23
H 6.38 0.47 0.24
H 3.09 2.12 -0.51
H 3.92 2.26 1.05
H 3.87 0.69 0.21
H 8.63 0.63 0.35
H 8.68 1.94 1.26
C 4.67 -2.17 -1.41
C 3.77 -1.49 -2.49
C 4.55 -0.86 -3.68
O 3.70 -0.41 -4.75
C 2.69 0.56 -4.44
N 2.83 -2.45 -3.03
H 5.51 -2.74 -1.81
H 4.09 -2.93 -0.89
H 5.18 -1.51 -0.70
H 3.25 -0.70 -1.95
H 5.19 -1.59 -4.17
H 5.23 -0.11 -3.28
H 1.87 0.09 -3.90
H 2.34 0.96 -5.39
H 3.26 1.30 -3.87
H 2.66 -2.11 -3.97
H 3.42 -3.25 -3.20
C 1.65 -6.72 -0.91
C 0.97 -5.46 -1.34
C -0.23 -5.02 -0.59
O -0.55 -3.74 -1.12
C -1.80 -3.25 -0.68
N 1.97 -4.40 -1.36
H 2.04 -6.78 0.11
H 2.45 -6.92 -1.62
H 1.02 -7.58 -1.12
H 0.53 -5.61 -2.33
H 0.10 -4.91 0.44
H -1.08 -5.70 -0.67
H -1.83 -3.05 0.40
H -2.54 -4.03 -0.84
H -2.08 -2.36 -1.25
H 2.29 -4.38 -0.40
H 2.70 -4.82 -1.92
C -4.22 3.49 -2.56
C -3.59 4.28 -1.38
C -3.33 3.29 -0.23
O -2.84 4.04 0.85
C -2.56 3.26 1.98
N -2.34 4.79 -1.91
H -3.57 2.67 -2.89
H -4.33 4.16 -3.41
H -5.18 3.00 -2.42
H -4.30 5.01 -1.00
H -2.64 2.57 -0.67
H -4.29 2.83 0.00
H -3.36 2.54 2.11
H -2.60 3.85 2.90
H -1.55 2.85 1.98
H -1.98 4.16 -2.62
H -1.70 4.78 -1.14
C -4.10 -0.66 -0.14
C -5.45 -0.13 -0.63
C -6.11 -1.12 -1.73
O -7.32 -0.57 -2.19
C -8.10 -1.49 -2.95
N -6.32 -0.04 0.49
H -4.15 -1.69 0.22
H -3.73 -0.10 0.72
H -3.34 -0.56 -0.91
H -5.27 0.86 -1.03
H -6.27 -2.08 -1.23
H -5.49 -1.30 -2.61
H -9.08 -1.02 -3.05
H -8.28 -2.45 -2.46
H -7.55 -1.63 -3.88
H -6.33 -0.96 0.90
H -7.22 0.03 0.04
C -1.32 7.38 2.66
C -1.32 7.52 1.09
C -0.14 6.72 0.44
O -0.34 5.31 0.72
C 0.80 4.49 0.41
N -2.60 6.93 0.64
H -1.89 8.24 3.02
H -0.33 7.54 3.08
H -1.70 6.43 3.02
H -1.22 8.56 0.77
H 0.79 7.07 0.88
H -0.15 6.86 -0.64
H 1.40 4.51 1.32
H 1.46 4.91 -0.35
H 0.51 3.46 0.20
H -2.65 5.95 0.91
H -2.43 6.84 -0.35
```

=====

- Among the records above, which one has the highest E?
  C5H11NO